Entry from the OMol25 dataset: an isolated molecule of C2H3N3OS (ωB97M-V/def2-TZVPD).

Summary:
* electronic energy: -715.48862 Ha
* F_max: 2.58 eV/Å
* HOMO-LUMO gap: 9.37 eV
* LUMO: 0.50 eV

Last column: natural (NBO) charge in e.
Cartesian coordinates (Å):
C  -0.6819  1.1216  -0.8740  -0.12
C  0.3367  -0.3886  0.9777  -0.10
N  -0.7292  0.6784  -2.2547  -0.20
N  -1.2523  -0.0636  -1.3999  0.36
N  1.3308  -0.9021  1.6825  -0.75
O  -1.9302  -1.0403  -1.2261  -0.34
S  0.8514  0.9952  0.0743  0.21
H  -1.4074  1.8322  -0.7092  0.19
H  2.1764  -0.4297  1.6480  0.36
H  1.3055  -1.8030  2.0814  0.40

---

Entry from the OMol25 dataset: an isolated molecule of C10H19N3O5 (ωB97M-V/def2-TZVPD).

Summary:
* electronic energy: -932.85406 Ha
* F_max: 4.97 eV/Å
* HOMO-LUMO gap: 9.40 eV
* LUMO: 0.20 eV
* SMILES: NCCCC[C@H](NC(=O)[C@@H](N)CC(=O)O)C(=O)O

Last column: natural (NBO) charge in e.
Cartesian coordinates (Å):
C  2.6857  -0.7539  -0.2769  -0.11
C  1.7060  -0.3432  0.8650  0.67
C  4.0279  -1.2805  0.3638  -0.55
C  5.2768  -0.5768  -0.0761  0.78
C  -0.2418  0.7815  -0.3179  -0.15
C  -0.0768  2.2555  -0.0683  0.77
C  -1.7377  0.3143  -0.5121  -0.41
C  -2.5105  -0.0570  0.8104  -0.41
C  -3.9820  0.0208  0.7612  -0.40
C  -4.9929  -0.5132  -0.3469  -0.21
H  2.7307  0.6644  -1.9484  0.39
H  3.6927  0.9153  -0.6630  0.39
H  2.2510  -1.4676  -0.9833  0.23
H  4.2583  -2.3261  0.2512  0.26
H  4.0185  -1.0254  1.3875  0.29
H  6.2852  0.9100  0.1242  0.49
H  -0.0297  -0.0955  1.6461  0.42
H  0.3308  0.7938  -1.2823  0.22
H  -1.9164  -0.3277  -1.3238  0.21
H  -2.3981  1.1872  -0.9137  0.23
H  -2.0983  -1.0391  1.1836  0.19
H  -2.4120  0.6647  1.6569  0.23
H  -4.3196  -0.3907  1.6480  0.21
H  -4.2357  1.1030  0.7524  0.20
H  -5.9756  -0.0384  -0.1092  0.19
H  -4.7310  -0.0850  -1.2669  0.16
H  -5.5299  -2.3297  -1.3716  0.36
H  -4.1588  -2.4237  -0.5841  0.35
H  2.0083  1.9233  -0.3554  0.51
N  2.7850  0.6750  -0.9566  -0.84
N  0.4009  -0.0375  0.7359  -0.62
N  -5.0690  -1.9765  -0.5098  -0.86
O  2.2179  -0.3898  1.9688  -0.61
O  6.1364  -1.0957  -0.7972  -0.58
O  5.4649  0.7004  0.4290  -0.68
O  -1.0473  2.9751  0.3322  -0.60
O  1.1865  2.6886  -0.2528  -0.73

---

Entry from the OMol25 dataset: a structure of composition C4H3F3O (ωB97M-V/def2-TZVPD).

Summary:
* electronic energy: -528.97755 Ha
* F_max: 3.67 eV/Å
* HOMO-LUMO gap: 10.78 eV
* LUMO: 0.12 eV

Last column: natural (NBO) charge in e.
Cartesian coordinates (Å):
C  1.8734  0.0308  -0.2497  -0.31
C  0.8087  0.2625  0.4860  -0.31
C  -0.5784  0.6958  -0.0359  0.69
C  -1.8494  -0.7397  0.2199  0.78
O  -2.6966  -1.1933  0.9219  -0.51
F  -1.0371  1.8077  0.4877  -0.30
F  -1.3523  -1.5261  -0.7700  -0.36
F  -0.7347  0.7881  -1.4086  -0.33
H  2.8597  -0.3204  0.1651  0.22
H  1.6945  -0.2007  -1.3128  0.21
H  1.0122  0.3952  1.4964  0.22

---

Entry from the OMol25 dataset: a structure of composition C42H35N4O3PS3V (ωB97M-V/def2-TZVPD).

Summary:
* electronic energy: -4545.79403 Ha
* F_max: 6.51 eV/Å
* HOMO-LUMO gap (alpha / beta): 5.54 / 6.07 eV
* LUMO (alpha / beta): -6.80 / -6.26 eV
* charge: +2
* expectation value of S²: 0.7613
* multiplicity: 2

Last column: Löwdin spin population.
Cartesian coordinates (Å):
V  0.3375  -0.0051  -0.0856  1.00
S  0.9216  0.2168  2.3158  -0.01
C  2.3644  0.0871  1.4688  0.02
N  2.2358  0.0059  0.1521  0.00
C  3.4400  -0.1020  -0.4886  0.00
C  3.6547  -0.1660  -1.8647  0.00
C  4.9523  -0.2524  -2.3276  0.00
C  6.0324  -0.2630  -1.4458  0.00
C  5.8398  -0.1680  -0.0770  0.00
C  4.5408  -0.0939  0.3932  0.00
S  3.9954  0.0352  2.0565  0.01
H  2.8043  -0.1325  -2.5328  0.00
H  5.1374  -0.3034  -3.3896  0.00
H  7.0348  -0.3458  -1.8391  0.00
H  6.6760  -0.1451  0.6037  0.00
O  -1.2894  0.1499  -3.2302  -0.01
C  -0.5061  0.8079  -2.5947  0.00
O  0.2195  0.2595  -1.6515  -0.03
C  -0.2539  2.2632  -2.7774  0.00
C  -0.3822  2.7939  -4.0606  0.00
C  -0.0953  4.1297  -4.2819  0.00
C  0.2942  4.9393  -3.2247  0.00
C  0.3981  4.4219  -1.9434  0.00
C  0.1326  3.0761  -1.7053  0.00
P  0.1915  2.4345  0.0073  -0.01
C  -1.2971  3.1222  0.7853  0.00
C  -2.3365  3.6789  0.0421  0.00
C  -3.4276  4.2305  0.6928  0.00
C  -3.4941  4.2345  2.0769  0.00
C  -2.4744  3.6578  2.8188  0.00
C  -1.3870  3.0882  2.1794  0.00
C  1.6076  3.3170  0.7310  0.00
C  2.8615  2.9925  0.2075  0.00
C  4.0075  3.5306  0.7610  0.00
C  3.9120  4.4062  1.8303  0.00
C  2.6677  4.7759  2.3117  0.00
C  1.5115  4.2393  1.7693  0.00
H  -0.6937  2.1457  -4.8659  0.00
H  -0.1861  4.5384  -5.2750  0.00
H  0.5085  5.9818  -3.3961  0.00
H  0.6809  5.0600  -1.1187  0.00
H  -2.2926  3.6940  -1.0381  0.00
H  -4.2278  4.6681  0.1173  0.00
H  -4.3379  4.6839  2.5777  0.00
H  -2.5226  3.6616  3.8974  0.00
H  -0.5926  2.6282  2.7570  0.00
H  2.9295  2.3241  -0.6433  0.00
H  4.9722  3.2639  0.3608  0.00
H  4.8051  4.8064  2.2819  0.00
H  2.5914  5.4810  3.1224  0.00
H  0.5482  4.5500  2.1485  0.00
O  -1.5678  -0.2025  0.5258  0.02
S  -2.8010  -0.6379  1.2847  0.00
C  -2.5429  -2.3987  1.7463  0.00
C  -1.5177  -2.3624  2.8610  0.00
C  -1.9915  -1.2960  3.8421  0.00
C  -2.5367  -0.1222  3.0275  0.00
H  -2.2326  -2.9586  0.8662  0.00
H  -3.5111  -2.7615  2.0939  0.00
H  -0.5438  -2.0734  2.4560  0.00
H  -1.4165  -3.3320  3.3461  0.00
H  -1.1592  -0.9755  4.4678  0.00
H  -2.7748  -1.6985  4.4848  0.00
H  -1.8669  0.7346  3.0026  0.00
H  -3.5048  0.2091  3.3960  0.00
N  -0.6160  -7.1739  -0.9823  0.00
C  -0.3945  -8.4575  -0.5633  0.00
C  -0.8182  -9.6976  -1.0229  0.00
C  -0.3351  -10.8077  -0.3550  0.00
C  0.5107  -10.6997  0.7597  0.00
C  0.9214  -9.4791  1.2391  0.00
C  0.4869  -8.3396  0.5521  0.00
N  0.7830  -7.0388  0.7550  0.00
C  0.1314  -6.3545  -0.1689  0.00
C  0.2371  -4.9233  -0.2314  0.00
C  -0.4934  -4.0776  -1.0772  0.00
C  -0.3670  -2.7078  -0.9474  0.00
N  0.4418  -2.1246  -0.0519  -0.01
C  1.2070  -2.9256  0.7018  0.00
C  1.1387  -4.2971  0.6488  0.00
H  -1.1805  -6.9070  -1.7740  0.00
H  -1.4856  -9.7964  -1.8654  0.00
H  -0.6167  -11.7905  -0.6992  0.00
H  0.8429  -11.6022  1.2464  0.00
H  1.5519  -9.3807  2.1070  0.00
H  -1.1617  -4.4708  -1.8271  0.00
H  -0.9515  -2.0506  -1.5860  0.00
H  1.9011  -2.4496  1.3868  0.00
H  1.7568  -4.9169  1.2775  0.00

---

Entry from the OMol25 dataset: an isolated molecule of CHClO3 (ωB97M-V/def2-TZVPD).

Summary:
* electronic energy: -724.52041 Ha
* F_max: 2.23 eV/Å
* HOMO-LUMO gap: 12.12 eV
* LUMO: 0.43 eV
* SMILES: O=C(Cl)OO

Last column: natural (NBO) charge in e.
Cartesian coordinates (Å):
C  -0.6138  0.4450  0.1595  0.79
O  -0.1997  1.5498  0.0840  -0.50
O  1.4162  -0.4461  0.0497  -0.41
O  0.0699  -0.7229  0.1650  -0.25
Cl  -2.4164  -0.0589  0.3618  -0.11
H  1.7437  -0.7669  -0.8199  0.48

---

Entry from the OMol25 dataset: a structure of composition C3H3LaO2 (ωB97M-V/def2-TZVPD).

Summary:
* electronic energy: -297.47534 Ha
* F_max: 5.09 eV/Å
* HOMO-LUMO gap: 5.83 eV
* LUMO: -11.31 eV
* charge: +2

Last column: Löwdin charge in e.
Cartesian coordinates (Å):
C  -2.1581  -0.8851  -0.0381  -0.05
C  -2.1635  -2.2065  0.1497  0.14
H  -3.0999  -2.7559  0.2499  0.10
H  -3.0686  -0.2884  0.0333  0.13
H  -1.2321  -2.7461  0.3302  0.09
O  0.2051  -0.7437  -0.2755  -0.17
C  -0.9006  -0.1174  -0.1601  -0.65
O  -0.8483  1.1243  0.0965  -0.13
La  1.7890  1.2187  0.3835  2.53

---

Question: Which value of electronic energy does entry 3 give?
Answer: -528.97755 Ha

---

Question: Which value of F_max does entry 6 give?
Answer: 5.09 eV/Å

---

Question: Among the records above, which one has the lowest F_max?
Answer: CHClO3